[1]
ORCA calculation (wB97M-V/def2-TZVPD) on a structure of composition C31H36N6O7SV at a distorted geometry.

Atoms and positions in Å:
V  -0.75107  0.24929  0.94840
S  1.31889  -0.20750  3.34929
O  -3.31702  -2.22352  2.33693
O  0.67282  -2.63846  2.06335
O  -0.38075  1.37291  -0.20992
O  -1.47169  -1.07455  1.77756
O  -3.41932  -1.41794  -1.31815
O  1.51871  1.13976  3.95608
O  -3.67974  2.78156  2.58317
N  0.88652  -3.77555  0.14614
N  -2.35247  1.13182  1.74328
N  1.38584  -0.24882  -1.76047
N  -3.17115  1.22844  -1.32537
N  0.75826  -1.38930  0.12942
N  -0.12885  2.61601  2.16848
C  -0.46814  5.28966  -1.36145
C  1.30249  -3.78456  -1.13591
C  -2.59013  2.38287  2.17235
C  -2.62144  0.50617  -2.37770
C  -0.42077  2.55177  -0.79460
C  4.43184  -1.57731  1.03260
C  1.52660  -2.63180  -1.79632
C  0.75469  -2.56274  0.85492
C  -1.86997  -0.97610  -4.62864
C  0.77446  3.27328  -0.95058
C  5.74011  -0.51657  -0.84643
C  -2.81754  -0.89501  -2.41693
C  -2.91760  2.53626  -0.99998
C  -3.40239  0.17388  2.04568
C  -1.64561  4.60196  -1.27794
C  -2.43758  -1.61922  -3.52870
C  -1.66464  0.38989  -4.59494
C  -1.40134  3.33151  2.17177
C  1.92604  -1.35436  4.63233
C  4.69754  -0.46956  0.23629
C  -3.78154  -2.78931  -1.35800
C  3.46321  -1.52970  2.02620
C  -2.02220  1.12749  -3.47289
C  2.73839  -0.36671  2.22443
C  3.98309  0.70284  0.47182
C  0.76006  4.61289  -1.24580
C  1.19874  -1.41482  -1.13035
C  -2.73127  -1.19575  2.08502
C  3.00580  0.75273  1.44914
C  0.62273  -5.01030  0.87043
C  -1.68450  3.19556  -1.06602
H  -1.53350  3.98062  3.04267
H  6.09977  -1.53252  -1.00265
H  2.98841  -1.19104  4.79207
H  -4.19340  0.15401  1.28493
H  -1.60116  -1.55088  -5.50581
H  -3.79064  3.09473  -0.68563
H  1.69945  -2.37247  4.32871
H  1.45420  -4.75507  -1.58930
H  0.62862  3.25642  1.96637
H  -2.58882  5.12361  -1.38559
H  1.40511  -0.24568  -2.76594
H  -1.46286  3.96094  1.28242
H  1.53170  -5.41058  1.32199
H  -2.57343  -2.69096  -3.56171
H  0.20351  -5.74653  0.18651
H  0.06869  2.20033  3.07465
H  -0.09330  -4.79929  1.65966
H  2.44173  1.65801  1.64005
H  5.32924  -0.13817  -1.78383
H  1.69322  5.15154  -1.34198
H  0.97674  0.55498  -1.30804
H  -0.47704  6.36015  -1.51749
H  -4.38315  -3.01227  -2.24319
H  -3.88595  0.38924  3.00141
H  6.59560  0.10897  -0.58533
H  1.88815  -2.61959  -2.81189
H  -4.35977  -2.97242  -0.45809
H  4.98747  -2.49580  0.88155
H  -3.89463  0.74491  -0.81175
H  -1.24943  0.90017  -5.45510
H  -1.88670  2.19916  -3.46189
H  4.19659  1.58052  -0.12808
H  -2.89507  -3.43069  -1.33902
H  1.71292  2.76271  -0.75963
H  1.36923  -1.08998  5.52806
H  3.28038  -2.40615  2.63295

Calculated values
Orbital gap (alpha / beta)   4.78 / 4.49 eV
Spin multiplicity   2
Charge   0
<S²>   0.89
Maximum force   6.2 eV/A
Energy above the lowest of the compared OMol25 structures with the same formula, charge and spin   59.8 kcal/mol

List of Löwdin charges in e, atom by atom:
1. V 0.9717
2. S 0.9384
3. O 0.0860
4. O 0.0175
5. O -0.2594
6. O -0.1856
7. O -0.0897
8. O -0.5293
9. O 0.0155
10. N -0.0335
11. N -0.0687
12. N 0.2112
13. N 0.0960
14. N 0.1489
15. N 0.0287
16. C -0.0946
17. C -0.0452
18. C -0.5409
19. C -0.1684
20. C -0.3098
21. C -0.0341
22. C 0.0000
23. C -0.4874
24. C -0.1022
25. C -0.0349
26. C -0.0485
27. C -0.2308
28. C -0.0452
29. C -0.1098
30. C -0.0496
31. C -0.0313
32. C -0.1027
33. C -0.1431
34. C -0.2062
35. C -0.2775
36. C -0.0581
37. C -0.0874
38. C -0.0124
39. C -0.3663
40. C -0.0420
41. C -0.0851
42. C -0.3502
43. C -0.5578
44. C -0.0788
45. C -0.0040
46. C -0.1939
47. H 0.1242
48. H 0.0735
49. H 0.0632
50. H 0.1202
51. H 0.0984
52. H 0.1340
53. H 0.0424
54. H 0.1365
55. H 0.0868
56. H 0.1180
57. H 0.1192
58. H 0.1039
59. H 0.0987
60. H 0.1024
61. H 0.0932
62. H 0.0418
63. H 0.0991
64. H 0.0946
65. H 0.0785
66. H 0.1000
67. H 0.0625
68. H 0.1010
69. H 0.0973
70. H 0.1322
71. H 0.0842
72. H 0.1113
73. H 0.0952
74. H 0.1123
75. H 0.1354
76. H 0.1005
77. H 0.1132
78. H 0.1154
79. H 0.0953
80. H 0.1051
81. H 0.0563
82. H 0.1050

[2]
ORCA calculation (wB97M-V/def2-TZVPD) on an isolated molecule of C6H9NO at a distorted geometry.

Atoms and positions in Å:
O  0.72460  -0.83034  1.58638
N  0.56710  1.36717  0.28783
C  0.46183  -0.82788  0.12869
C  -2.16330  -0.99701  -0.16792
C  0.95950  0.33708  -0.59551
C  -0.99350  -0.47770  0.22073
C  -0.80640  1.05471  0.36854
C  1.82920  -0.94632  -0.53555
H  1.99940  -1.45497  -1.45823
H  -1.10100  1.44906  1.21573
H  2.37749  -0.93411  0.44819
H  0.52288  0.45489  -1.68053
H  -2.42845  -2.03417  -0.42738
H  0.84507  2.26609  -0.06422
H  -2.88727  -0.10607  -0.33272
H  -1.15850  1.61819  -0.50092
H  1.25136  0.06140  1.50688

Calculated values
Orbital gap   9.60 eV
SMILES   C=C1CN[C@H]2C[C@]12O
Spin multiplicity   1
Charge   0
Maximum force   5.2 eV/A
Energy above the lowest of the compared OMol25 structures with the same formula, charge and spin   153.3 kcal/mol

List of Löwdin charges in e, atom by atom:
1. O -0.0561
2. N -0.0462
3. C -0.3977
4. C 0.0585
5. C -0.2879
6. C -0.2126
7. C -0.1678
8. C 0.0754
9. H 0.0954
10. H 0.0766
11. H 0.1302
12. H 0.1864
13. H 0.0654
14. H 0.1304
15. H 0.0938
16. H 0.1356
17. H 0.1209

[3]
ORCA calculation (wB97M-V/def2-TZVPD) on an isolated molecule of C5H9N at a distorted geometry.

Atoms and positions in Å:
N  0.46067  1.24256  0.12936
C  -0.13205  -0.87042  -0.96092
C  -0.94531  0.71835  2.30203
C  0.66025  -0.81052  -2.15125
C  -0.15130  0.03373  0.06931
C  -1.02896  -0.13693  1.26530
H  -0.43813  1.56547  2.20958
H  1.17263  0.22055  -2.37694
H  1.20367  1.51773  -0.49815
H  0.93735  1.45043  1.05463
H  -0.83405  -1.67062  -0.85159
H  1.65237  -1.43520  -1.90799
H  -1.38049  0.50276  3.30430
H  -1.33320  -1.09471  1.45243
H  0.15656  -1.23318  -3.04010

Calculated values
Orbital gap   8.80 eV
SMILES   C=C/C(N)=C/C
Spin multiplicity   1
Charge   0
Maximum force   4.8 eV/A
Energy above the lowest of the compared OMol25 structures with the same formula, charge and spin   48.4 kcal/mol

List of Löwdin charges in e, atom by atom:
1. N 0.0618
2. C -0.1665
3. C 0.0216
4. C -0.1409
5. C -0.3815
6. C -0.0990
7. H -0.0143
8. H 0.0951
9. H 0.0826
10. H 0.1154
11. H 0.0941
12. H 0.1168
13. H 0.0768
14. H 0.0659
15. H 0.0721

[4]
ORCA calculation (wB97M-V/def2-TZVPD) on an isolated molecule of C5H3NO at a distorted geometry.

Atoms and positions in Å:
O  -1.27315  1.20879  0.18189
N  3.09670  -0.66791  -0.04443
C  -1.62459  -0.20450  -0.03741
C  0.61603  0.03571  -0.00474
C  1.99264  -0.31850  -0.02980
C  0.08247  1.26817  0.20168
C  -0.47674  -0.88204  -0.14176
H  -0.45791  -1.95066  -0.26844
H  0.66278  2.18317  0.38453
H  -2.61822  -0.67222  -0.24152

Calculated values
Orbital gap   10.46 eV
SMILES   N#Cc1ccoc1
Spin multiplicity   1
Charge   0
Maximum force   1.9 eV/A
Energy above the lowest of the compared OMol25 structures with the same formula, charge and spin   11.8 kcal/mol

List of Löwdin charges in e, atom by atom:
1. O -0.0053
2. N 0.1491
3. C -0.0295
4. C -0.2382
5. C -0.1780
6. C -0.0607
7. C -0.0480
8. H 0.1200
9. H 0.1516
10. H 0.1390

[5]
ORCA calculation (wB97M-V/def2-TZVPD) on the ion C18H18BBrN3O6S with charge +1 at a distorted geometry.

Atoms and positions in Å:
Br  -2.64446  -2.88696  1.21636
S  3.03073  5.40128  1.66970
O  1.27540  0.33506  -2.97676
O  2.98035  -2.72164  -0.42542
O  -0.85967  3.57346  3.81446
O  -5.87444  -0.24353  0.50383
O  1.51899  -2.69467  -2.31019
O  1.22858  0.38324  -5.21727
N  -0.28430  -2.11797  0.14336
N  0.79522  4.05248  0.79483
N  -1.31249  2.63372  1.66503
C  3.01109  0.24620  -1.28331
C  -5.10865  0.37131  1.53516
C  -2.57609  0.16583  1.97326
C  1.78315  4.64896  1.17803
C  1.83580  2.08655  -0.18038
C  -0.30661  0.53588  0.74788
C  -1.38873  -0.30001  1.19490
C  -0.27300  1.92286  0.99794
C  -3.69043  0.71541  1.05951
C  0.75542  -1.41506  -0.28186
C  -1.08021  3.10646  2.76801
C  2.74280  -3.64948  0.66448
C  0.77551  -0.04853  0.00063
C  1.85787  0.75058  -0.46359
C  -1.33183  -1.60828  0.84282
C  2.68135  0.12892  -2.78863
C  0.79450  2.67792  0.54549
C  0.83798  -0.07259  -4.19944
B  1.84157  -2.31334  -1.06506
H  2.94169  -0.86367  -3.15101
H  -5.08566  -0.28072  2.40999
H  0.08842  -0.86850  -4.17568
H  2.21439  -3.21907  -2.72858
H  1.88234  -4.28419  0.45671
H  3.43894  -0.67223  -0.90055
H  -5.89266  -1.18919  0.65352
H  3.25452  0.84275  -3.37019
H  -2.30727  0.90704  2.71089
H  -5.64379  1.26838  1.83005
H  3.62669  -4.26132  0.76695
H  2.62758  2.73231  -0.52809
H  -0.33312  -3.10826  -0.05355
H  3.81123  0.97465  -1.20740
H  -3.60866  1.79489  0.98283
H  -3.59361  0.31070  0.05534
H  -2.99304  -0.65452  2.54584
H  2.55663  -3.09313  1.57918

Calculated values
Orbital gap   7.55 eV
Spin multiplicity   1
Charge   +1
Maximum force   1.4 eV/A

List of Löwdin charges in e, atom by atom:
1. Br 0.9330
2. S 0.8625
3. O -0.0483
4. O 0.0276
5. O 0.2248
6. O -0.0603
7. O 0.2389
8. O 0.1441
9. N 0.1053
10. N 0.1198
11. N 0.1711
12. C -0.0720
13. C -0.2444
14. C -0.1748
15. C -0.7549
16. C 0.0717
17. C 0.0223
18. C -0.1404
19. C -0.1054
20. C -0.1420
21. C 0.0290
22. C -0.2594
23. C -0.0071
24. C -0.0230
25. C -0.1218
26. C -0.5947
27. C -0.1336
28. C -0.1620
29. C -0.3279
30. B -0.6497
31. H 0.1198
32. H 0.1150
33. H 0.1494
34. H 0.1498
35. H 0.0932
36. H 0.1083
37. H 0.0761
38. H 0.1354
39. H 0.1047
40. H 0.1186
41. H 0.1032
42. H 0.1377
43. H 0.1378
44. H 0.1296
45. H 0.1032
46. H 0.1203
47. H 0.0681
48. H 0.1015

[6]
ORCA calculation (wB97M-V/def2-TZVPD) on a structure of composition C8H14BrCaN4O4 at a distorted geometry.

Atoms and positions in Å:
Br  1.17172  -1.47834  0.38166
Ca  -0.77947  -3.53023  0.07723
O  2.06050  -0.34312  -2.63435
O  -1.90690  1.23788  -6.13159
O  -1.22785  -3.20079  2.47970
O  1.62021  3.04682  1.93209
N  0.22750  -2.36048  3.98205
N  0.89378  1.32308  3.20816
N  1.01668  3.47498  4.08112
N  -2.07199  -2.40918  4.43166
C  1.17848  2.65173  2.99077
C  -1.03351  -2.73505  3.62709
C  -0.28536  0.08536  -3.04768
C  0.32856  0.62691  -5.66897
C  1.34908  0.29038  -4.79227
C  1.03537  0.02249  -3.46644
C  -0.98318  0.75098  -5.22871
C  -1.31491  0.43368  -3.92010
H  0.49803  0.82773  -6.71892
H  1.10441  0.64536  2.50043
H  0.47586  -2.16429  4.93442
H  -1.86275  -1.86624  5.24866
H  -0.49455  -0.25995  -2.03760
H  -2.98106  -2.55067  4.03203
H  -2.32533  0.46595  -3.53008
H  1.67582  -0.76679  -1.85415
H  0.83252  -2.14462  3.20435
H  -2.77489  1.08257  -5.74443
H  0.40524  3.17600  4.81825
H  0.65619  0.96434  4.11462
H  2.35687  0.24942  -5.18024
H  1.15489  4.45408  3.91125

Calculated values
Orbital gap   4.23 eV
Spin multiplicity   1
Charge   +1
Maximum force   2.5 eV/A
Energy above the lowest of the compared OMol25 structures with the same formula, charge and spin   0.0 kcal/mol

List of Löwdin charges in e, atom by atom:
1. Br -0.0553
2. Ca 1.3865
3. O 0.0022
4. O 0.0425
5. O -0.2002
6. O 0.0445
7. N 0.1856
8. N 0.1358
9. N 0.1454
10. N 0.1985
11. C -0.6768
12. C -0.6154
13. C -0.0508
14. C -0.0045
15. C 0.0032
16. C -0.3322
17. C -0.3249
18. C -0.0327
19. H 0.1243
20. H 0.0257
21. H 0.1163
22. H 0.1192
23. H 0.0691
24. H 0.1223
25. H 0.1087
26. H -0.0725
27. H 0.0483
28. H 0.0978
29. H 0.0866
30. H 0.0750
31. H 0.1227
32. H 0.1052

[7]
ORCA calculation (wB97M-V/def2-TZVPD) on a structure of composition C3H6N2O at a distorted geometry.

Atoms and positions in Å:
O  0.73152  0.35787  0.52627
N  -1.41255  1.26593  -0.46146
N  -1.39815  -2.59182  1.08472
C  1.35477  0.27397  -0.75956
C  -0.67411  -1.69345  1.21451
C  -0.87516  0.78444  0.53119
H  1.55620  -0.77553  -0.99745
H  -1.80908  0.75082  -1.23995
H  2.32362  0.77598  -0.76966
H  0.81740  0.65713  -1.62783
H  -1.04605  1.00946  1.57785
H  0.43160  -0.81479  0.92136

Calculated values
Orbital gap   10.03 eV
Spin multiplicity   1
Charge   0
Maximum force   3.3 eV/A
Energy above the lowest of the compared OMol25 structures with the same formula, charge and spin   125.3 kcal/mol

List of Löwdin charges in e, atom by atom:
1. O -0.2492
2. N 0.1633
3. N -0.0233
4. C -0.1053
5. C -0.2293
6. C -0.1341
7. H 0.0895
8. H 0.1098
9. H 0.0889
10. H 0.0781
11. H 0.1269
12. H 0.0849

[8]
ORCA calculation (wB97M-V/def2-TZVPD) on a structure of composition C3H6LiLuO4 at a distorted geometry.

Atoms and positions in Å:
Lu  1.52848  -0.42753  1.32460
O  -1.61081  -0.12537  -1.62995
O  2.67638  1.18758  2.13533
O  -1.50154  0.12433  0.50430
O  0.40402  -0.14210  -0.66141
C  -0.82565  -0.00730  -0.59154
C  -1.08543  -0.73765  -2.81107
C  -0.80205  -0.17983  1.77322
Li  4.35228  1.71208  1.81688
H  -1.03730  0.57387  2.53773
H  -0.24216  -0.15847  -3.20480
H  -1.33610  -1.06992  2.13969
H  -1.91458  -0.75632  -3.52242
H  -0.75339  -1.75788  -2.58557
H  2.14785  1.76452  2.77503

Calculated values
Orbital gap   8.27 eV
Spin multiplicity   1
Charge   +2
Maximum force   3.0 eV/A

List of Löwdin charges in e, atom by atom:
1. Lu 1.9852
2. O 0.0691
3. O -0.6074
4. O 0.0203
5. O -0.0767
6. C -0.6121
7. C 0.0137
8. C -0.1931
9. Li 0.8634
10. H 0.0658
11. H 0.1092
12. H 0.0746
13. H 0.1205
14. H 0.1118
15. H 0.0558